(1)
Density functional theory data (ωB97M-V with the def2-TZVPD basis set) for one molecule with the formula C7H7N in a non-equilibrium geometry.

Its SMILES is N#C[C@H]1[C@@H]2C=C[C@H]1C2. The energy above the lowest of the compared OMol25 structures with the same formula, charge and spin is 5.707 eV. Its HOMO energy is -9.2 eV. The value obtained for the LUMO energy is 0.6 eV.

Structure (ORCA input):
```
! RIJCOSX wB97M-V def2-TZVPD def2/J DEFGRID3
* xyz 0 1
N -3.049 -0.073 -0.295
C -1.877 -0.387 0.052
C -0.395 -0.593 -0.268
C 0.245 0.909 -0.573
C 1.705 0.243 -0.896
C 1.904 -0.796 0.026
C 0.691 -0.458 0.979
C 0.453 1.041 0.892
H -0.075 -1.508 -0.750
H -0.211 1.867 -1.236
H 2.312 0.437 -1.598
H 2.444 -1.862 -0.218
H 0.231 -1.108 1.773
H 0.974 1.873 1.396
H -0.683 1.053 1.428
*
```



(2)
Density functional theory data (ωB97M-V with the def2-TZVPD basis set) for CH3BrNO2S as an isolated structure in a non-equilibrium geometry.

The energy above the lowest of the compared OMol25 structures with the same formula, charge and spin is 1.911 eV. Its HOMO energy is -3.5 eV. The value obtained for the LUMO energy is 3.6 eV.

Structure (ORCA input):
```
! RIJCOSX wB97M-V def2-TZVPD def2/J DEFGRID3
* xyz -1 1
C -0.789 1.231 -0.528
N 0.119 -0.413 1.534
O 1.143 -0.613 -0.757
O -1.082 -1.546 -0.379
S -0.171 -0.443 -0.196
Br -0.873 1.131 -2.554
H 0.103 1.754 -0.266
H 0.555 -1.252 1.777
H 0.995 0.151 1.367
*
```



(3)
Density functional theory data (ωB97M-V with the def2-TZVPD basis set) for C32H25BrF4IrN2PS2 as an isolated structure in a non-equilibrium geometry.

The energy above the lowest of the compared OMol25 structures with the same formula, charge and spin is 0.531 eV. Its HOMO energy (alpha / beta) is -10.9 / -10.9 eV. The value obtained for the LUMO energy (alpha / beta) is -3.6 / -4.8 eV.

Structure (ORCA input):
```
! RIJCOSX wB97M-V def2-TZVPD def2/J DEFGRID3
* xyz 1 2
Ir -0.156 0.049 0.080
C -2.212 -1.148 -0.860
C -2.137 -1.402 0.560
C -2.359 -0.160 1.228
C -2.572 0.845 0.208
C -2.343 0.252 -1.063
C -2.552 0.885 -2.405
C -3.169 2.192 0.439
C -2.650 0.036 2.680
C -2.085 -2.761 1.171
C -2.317 -2.161 -1.938
H -1.634 0.861 -2.994
H -2.867 1.923 -2.319
H -3.318 0.346 -2.964
H -2.964 2.581 1.434
H -4.258 2.103 0.357
H -2.854 2.921 -0.306
H -3.729 -0.009 2.849
H -2.308 1.009 3.034
H -2.201 -0.736 3.300
H -1.736 -2.737 2.198
H -1.435 -3.430 0.605
H -3.087 -3.199 1.169
H -1.785 -1.846 -2.835
H -3.373 -2.275 -2.209
H -1.941 -3.135 -1.635
S 0.670 -1.773 -1.111
C 1.421 -0.676 -2.206
S 0.996 0.926 -1.772
C 2.254 -1.031 -3.217
C 2.587 -2.409 -3.407
N 2.880 -3.513 -3.539
C 2.865 -0.032 -4.036
N 3.340 0.778 -4.700
F 3.069 4.417 4.652
C 2.778 3.376 3.898
C 3.593 2.257 3.905
F 4.673 2.230 4.664
C 3.271 1.171 3.107
F 4.096 0.131 3.126
C 2.143 1.156 2.293
P 1.765 -0.321 1.269
C 1.708 -1.629 2.516
C 0.554 -1.673 3.292
C 0.440 -2.566 4.344
C 1.489 -3.430 4.626
C 2.653 -3.374 3.873
C 2.775 -2.468 2.830
C 3.285 -0.496 0.303
C 3.988 0.651 -0.069
C 5.118 0.551 -0.862
C 5.560 -0.694 -1.287
C 4.869 -1.840 -0.925
C 3.728 -1.746 -0.142
C 1.359 2.295 2.306
Br -0.194 2.431 1.232
C 1.656 3.393 3.087
F 0.878 4.470 3.073
H -0.250 -0.983 3.067
H -0.460 -2.588 4.944
H 1.404 -4.135 5.442
H 3.482 -4.028 4.106
H 3.709 -2.404 2.293
H 3.643 1.629 0.241
H 5.648 1.445 -1.158
H 6.439 -0.768 -1.914
H 5.198 -2.810 -1.273
H 3.174 -2.642 0.095
*
```



(4)
Density functional theory data (ωB97M-V with the def2-TZVPD basis set) for one molecule with the formula C33H44ClF3O6P2Si in a non-equilibrium geometry.

Its SMILES is CCOP(=O)(CCc1cc([PH2]=O)c2c(c1[C@H](F)CC)C(=O)C(C(F)(F)CC[Si](C)(C)c1ccccc1)=C(CCCCl)C2=O)OCC. Its HOMO energy is -9.3 eV. The value obtained for the LUMO energy is -1.1 eV.

Structure (ORCA input):
```
! RIJCOSX wB97M-V def2-TZVPD def2/J DEFGRID3
* xyz 0 1
C 2.266 -3.377 2.351
C 3.750 -3.558 2.632
O 4.573 -2.432 2.259
P 5.155 -2.489 0.779
O 5.993 -3.679 0.557
C 6.164 -1.015 0.538
C 5.726 0.310 1.180
C 4.450 0.832 0.544
C 4.576 1.287 -0.772
C 3.491 1.729 -1.515
P 3.754 2.209 -3.241
O 3.483 1.069 -4.155
C 2.233 1.712 -0.905
C 2.098 1.306 0.418
C 3.198 0.866 1.181
C 3.060 0.443 2.625
F 1.958 -0.352 2.783
C 3.018 1.693 3.546
C 2.127 1.519 4.766
C 0.694 1.342 0.948
O 0.409 1.745 2.032
C -0.336 0.887 -0.041
C -1.447 0.043 0.535
F -1.875 -0.893 -0.345
F -0.866 -0.685 1.560
C -2.586 0.817 1.158
C -3.659 1.289 0.176
Si -5.052 0.041 -0.213
C -5.052 -0.179 -2.088
C -4.811 -1.605 0.669
C -6.739 0.746 0.244
C -7.102 2.077 0.010
C -8.374 2.539 0.325
C -9.320 1.691 0.897
C -8.974 0.366 1.134
C -7.702 -0.100 0.808
C -0.191 1.238 -1.319
C -1.091 0.804 -2.452
C -0.639 1.213 -3.875
C -1.202 0.246 -4.896
Cl -2.963 0.437 -5.078
C 0.983 2.098 -1.616
O 0.927 3.043 -2.353
O 3.860 -2.415 -0.142
C 4.028 -2.766 -1.525
C 2.711 -3.327 -2.019
H 2.085 -2.656 1.565
H 1.814 -4.308 2.022
H 1.713 -3.048 3.224
H 4.105 -4.475 2.171
H 3.893 -3.681 3.699
H 7.148 -1.294 0.895
H 6.239 -0.902 -0.541
H 6.502 1.034 0.933
H 5.688 0.269 2.259
H 5.541 1.263 -1.262
H 5.094 2.647 -3.268
H 2.941 3.301 -3.551
H 3.953 -0.104 2.884
H 2.706 2.549 2.962
H 4.038 1.884 3.875
H 2.645 1.020 5.578
H 1.873 2.509 5.140
H 1.190 1.032 4.535
H -2.141 1.644 1.702
H -3.014 0.170 1.918
H -4.173 2.120 0.665
H -3.247 1.711 -0.734
H -6.058 -0.401 -2.438
H -4.343 -0.932 -2.419
H -4.771 0.764 -2.555
H -3.794 -1.759 1.007
H -5.421 -1.620 1.570
H -5.128 -2.431 0.040
H -6.372 2.743 -0.431
H -8.637 3.569 0.131
H -10.304 2.041 1.161
H -9.707 -0.295 1.574
H -7.500 -1.145 0.992
H -1.097 -0.282 -2.436
H -2.116 1.132 -2.325
H 0.441 1.227 -3.981
H -1.035 2.205 -4.067
H -0.999 -0.774 -4.595
H -0.739 0.431 -5.858
H 4.795 -3.523 -1.655
H 4.300 -1.892 -2.116
H 2.587 -4.314 -1.576
H 2.728 -3.472 -3.094
H 1.872 -2.718 -1.701
*
```



(5)
Density functional theory data (ωB97M-V with the def2-TZVPD basis set) for a 3-piece molecular cluster, C3H9N5OS overall in a non-equilibrium geometry.

The energy above the lowest of the compared OMol25 structures with the same formula, charge and spin is 0.237 eV. Its HOMO energy (alpha / beta) is -13.7 / -13.7 eV. The value obtained for the LUMO energy (alpha / beta) is -7.5 / -7.5 eV.

Structure (ORCA input):
```
! RIJCOSX wB97M-V def2-TZVPD def2/J DEFGRID3
* xyz 2 1
C 5.001 0.442 0.282
C -9.081 -0.951 -0.230
C 0.264 -0.090 -0.469
N 4.296 1.552 0.357
N 5.082 -0.751 -0.196
N -8.501 -2.008 0.079
N 3.040 1.864 0.058
N 1.496 -0.050 -0.718
O -9.439 0.077 -0.576
S 6.636 -0.172 0.088
H -0.028 0.793 0.114
H -0.606 -0.707 -0.539
H 6.761 -0.211 1.479
H 4.883 2.422 0.618
H -7.728 -2.169 0.816
H -8.946 -2.841 -0.213
H 2.537 2.581 0.518
H 2.328 1.020 -0.213
H 2.006 -0.801 -1.254
*
```



(6)
Density functional theory data (ωB97M-V with the def2-TZVPD basis set) for one molecule with the formula C18H16N4O2 in a non-equilibrium geometry.

Its SMILES is [H]/N=C1/O[C@]2(C)O[C@@H](CC)[C@@]1(C#N)C(C#N)(C#N)[C@H]2c1ccccc1. The energy above the lowest of the compared OMol25 structures with the same formula, charge and spin is 4.091 eV. Its HOMO energy is -9.7 eV. The value obtained for the LUMO energy is 0.4 eV.

Structure (ORCA input):
```
! RIJCOSX wB97M-V def2-TZVPD def2/J DEFGRID3
* xyz 0 1
H -4.102 -1.416 -0.947
N -3.478 -2.055 -0.387
C -2.423 -1.412 0.062
O -1.444 -2.222 0.605
C -0.142 -1.561 0.631
C 0.882 -2.694 1.153
O -0.247 -0.471 1.563
C -1.425 0.336 1.256
C -1.063 1.880 1.635
C -1.546 2.246 3.063
C -1.997 0.033 -0.120
C -3.247 0.810 -0.340
N -4.250 1.475 -0.369
C -0.973 0.009 -1.268
C -0.517 1.327 -1.604
N -0.090 2.377 -2.006
C -1.486 -0.577 -2.468
N -2.084 -0.825 -3.435
C 0.255 -1.049 -0.842
C 1.655 -0.471 -0.949
C 2.048 -0.189 -2.246
C 3.345 0.290 -2.558
C 4.175 0.766 -1.483
C 3.783 0.560 -0.126
C 2.510 -0.031 0.125
H 0.590 -3.735 0.753
H 1.925 -2.505 0.844
H 0.887 -2.674 2.271
H -2.139 0.039 2.009
H 0.049 1.812 1.639
H -1.515 2.638 0.963
H -0.994 3.143 3.415
H -1.383 1.464 3.781
H -2.616 2.510 3.129
H 0.274 -1.929 -1.480
H 1.361 -0.203 -2.983
H 3.649 0.338 -3.640
H 5.143 1.226 -1.473
H 4.386 0.839 0.723
H 2.245 -0.095 1.103
*
```



- Number 6 is which compound?
  C18H16N4O2